{
  "formula": "CH4BrClSi",
  "method": "ωB97M-V/def2-TZVPD",
  "orbital_gap_ev": 10.53,
  "smiles": "[SiH3][C@H](Cl)Br",
  "lumo_ev": 0.357,
  "symbols": ["C", "Si", "Cl", "Br", "H", "H", "H", "H"],
  "xyz": [[-0.72947, -0.34625, 0.38277], [0.94235, 0.31980, -0.37361], [-1.17746, -2.08408, -0.07880], [-2.25525, 0.87249, 0.06942], [-0.77048, -0.18613, 1.69668], [1.50111, -0.87920, -1.14499], [1.76243, 0.95218, 0.85119], [0.72677, 1.35118, -1.40267]],
  "forces_ev_per_a": [[-0.8, 0.3, 3.8], [0.2, -0.5, 0.7], [0.5, 1.6, 0.5], [0.3, -0.3, -0.4], [0.6, -1.2, -4.1], [0.0, 0.7, 0.8], [-0.8, -0.9, -1.5], [-0.2, 0.1, 0.2]]
}

***

{
  "formula": "CH4BrN2",
  "method": "ωB97M-V/def2-TZVPD",
  "orbital_gap_ev": [6.24, 6.26],
  "lumo_ev": [-8.845, -8.833],
  "total_charge": 1,
  "symbols": ["C", "N", "N", "Br", "H", "H", "H", "H"],
  "xyz": [[-0.18560, 0.54844, 0.07364], [1.08003, 0.19164, 0.08467], [-1.06886, -0.35842, 0.00056], [-2.91901, -0.13668, 0.11233], [-0.23916, 1.64065, 0.23482], [1.78585, 0.84897, -0.25052], [1.03314, -0.90966, -0.21275], [0.51362, -1.82493, -0.04274]],
  "forces_ev_per_a": [[0.4, 0.0, 0.5], [0.9, -0.7, -0.2], [-1.1, -0.5, -0.3], [1.4, -0.4, 0.1], [-0.9, -0.3, -0.2], [0.2, -0.6, -0.1], [1.2, 1.6, 0.2], [-2.0, 0.9, 0.0]]
}

***

{
  "formula": "CH4BrOP",
  "method": "ωB97M-V/def2-TZVPD",
  "orbital_gap_ev": 8.88,
  "lumo_ev": -0.675,
  "symbols": ["C", "O", "P", "Br", "H", "H", "H", "H"],
  "xyz": [[0.02103, -0.23831, -0.40278], [-0.53467, -1.23498, 0.29225], [-0.78070, 1.37024, -0.00916], [2.45967, -0.28453, -0.02136], [0.08032, -0.25402, -1.58578], [-0.23638, -2.12189, -0.02657], [-1.17784, 0.58840, 1.06129], [0.16857, 2.17508, 0.69211]],
  "forces_ev_per_a": [[2.1, 0.5, -2.9], [0.7, -0.8, -0.7], [0.0, 0.1, 0.3], [-2.1, 0.1, -0.3], [0.3, -1.0, 2.5], [-0.2, 0.9, 0.1], [-0.8, 0.7, 1.2], [0.1, -0.6, -0.2]]
}

***

{
  "formula": "CH4BrOSr",
  "method": "ωB97M-V/def2-TZVPD",
  "orbital_gap_ev": 5.60,
  "lumo_ev": -6.383,
  "total_charge": 1,
  "symbols": ["Sr", "Br", "C", "O", "H", "H", "H", "H"],
  "xyz": [[-4.76999, -1.81687, 0.86058], [-2.09766, -0.72363, 1.51994], [1.33753, 0.71012, -0.51825], [1.00538, -0.67235, -0.36092], [0.44490, 1.34357, -0.49734], [2.01718, 1.05485, 0.26771], [1.82734, 0.82721, -1.48473], [0.23531, -0.72289, 0.21302]],
  "forces_ev_per_a": [[1.7, 0.7, 0.4], [-1.7, -0.7, -0.4], [-0.1, -0.1, 0.1], [-0.1, 0.3, -0.1], [0.0, 0.0, -0.1], [0.0, -0.1, 0.0], [0.0, 0.0, 0.1], [0.1, -0.1, 0.0]]
}

***

{
  "formula": "CH4Cl2N2",
  "method": "ωB97M-V/def2-TZVPD",
  "orbital_gap_ev": [8.14, 8.15],
  "lumo_ev": [-0.925, -0.925],
  "symbols": ["C", "N", "N", "Cl", "Cl", "H", "H", "H", "H"],
  "xyz": [[1.72992, -0.45169, -1.73851], [-0.76004, 0.73290, 0.82761], [1.33334, -0.61331, -0.64064], [-0.29721, -0.07002, 2.32578], [0.00986, -2.38119, -0.26114], [1.57821, -0.73376, -2.76879], [-0.57272, -0.05648, 0.22757], [-1.64910, 1.14814, 0.71585], [1.35985, -0.08178, 0.20982]],
  "forces_ev_per_a": [[-0.5, 0.5, 0.3], [2.9, -0.8, 0.2], [0.8, 0.0, -1.7], [-0.9, 0.9, -0.1], [-0.1, 0.1, 0.2], [0.3, -0.4, 0.2], [-1.2, 0.0, -0.7], [-1.3, -0.2, 0.7], [-0.1, -0.2, 0.8]]
}

***

{
  "formula": "CH4Cl2OP",
  "method": "ωB97M-V/def2-TZVPD",
  "orbital_gap_ev": 11.23,
  "lumo_ev": -5.302,
  "total_charge": 1,
  "symbols": ["C", "O", "P", "Cl", "Cl", "H", "H", "H", "H"],
  "xyz": [[0.04368, 0.57715, 1.05628], [-1.19822, -1.37387, -0.91592], [0.21213, 0.02480, -0.74256], [1.95915, -0.77385, -1.02074], [-0.33214, 1.40924, -1.87249], [0.76547, 0.11179, 1.75152], [-0.99679, 0.55359, 1.42739], [0.40013, 1.67556, 0.92956], [-0.85341, -2.20440, -0.61304]],
  "forces_ev_per_a": [[1.1, 1.9, -1.3], [3.1, 4.9, -0.4], [-3.9, -5.2, 3.8], [0.0, 0.2, -0.4], [-0.4, 1.1, -1.4], [-0.4, -0.2, -0.6], [0.5, -0.1, -0.5], [-0.7, -1.6, 0.5], [0.7, -0.9, 0.4]]
}

***

{
  "formula": "CH4Cl2OSi",
  "method": "ωB97M-V/def2-TZVPD",
  "orbital_gap_ev": 8.78,
  "lumo_ev": -0.052,
  "symbols": ["C", "O", "Si", "Cl", "Cl", "H", "H", "H", "H"],
  "xyz": [[0.89961, 0.43666, -1.30264], [0.57247, 0.77493, 0.00092], [-0.78763, -0.51372, 1.52304], [-2.60049, -0.43913, 0.57838], [-0.63734, 0.46149, 3.23245], [1.89215, -0.12404, -1.56163], [1.00759, 1.34745, -1.76914], [0.07294, -0.13998, -1.78016], [-0.41930, -1.80367, 1.07879]],
  "forces_ev_per_a": [[-0.1, -3.0, 0.1], [-1.3, -1.6, 3.4], [1.1, 2.6, -4.5], [0.1, 0.3, 0.5], [0.1, -0.1, 0.3], [-1.4, 0.5, 1.1], [0.1, 2.2, -1.6], [0.5, 0.3, -0.1], [0.8, -1.1, 0.7]]
}

***

{
  "formula": "CH4Cl4N3P3",
  "method": "ωB97M-V/def2-TZVPD",
  "orbital_gap_ev": [6.26, 7.29],
  "lumo_ev": [-2.928, -1.413],
  "symbols": ["C", "N", "N", "N", "P", "P", "P", "Cl", "Cl", "Cl", "Cl", "H", "H", "H", "H"],
  "xyz": [[0.68597, -0.49699, -1.22051], [0.71565, 2.17020, -0.41252], [2.13305, 0.28187, 0.97193], [2.20681, 2.31758, 2.88699], [0.67952, 0.71686, 0.14892], [1.73104, 3.54922, 2.03065], [2.72364, 0.91302, 2.28069], [1.19241, 4.80765, 3.52021], [3.20906, 4.36318, 1.02137], [4.61038, 1.24599, 1.77453], [2.74612, -0.38697, 3.74786], [0.62543, -1.57708, -0.69506], [-0.34222, -0.27820, -1.65560], [1.54870, -0.27491, -1.90081], [-0.49211, 0.27092, 0.78188]],
  "forces_ev_per_a": [[-1.3, -0.9, 1.0], [-0.6, 2.3, 0.0], [-2.4, 0.4, 0.3], [-0.3, -0.7, -0.2], [3.3, -2.9, 0.6], [-0.7, -0.9, 0.6], [-0.7, 0.2, -2.2], [-0.1, 0.5, -0.3], [0.6, 0.7, -0.5], [1.1, -0.1, 0.3], [0.1, -0.4, 0.9], [0.6, 2.4, -1.5], [1.4, -0.5, -0.1], [-0.9, -0.6, 0.6], [0.0, 0.4, 0.5]]
}

***

{
  "formula": "CH4ClFOP",
  "method": "ωB97M-V/def2-TZVPD",
  "orbital_gap_ev": 7.88,
  "lumo_ev": -8.449,
  "total_charge": 1,
  "symbols": ["C", "O", "F", "P", "Cl", "H", "H", "H", "H"],
  "xyz": [[-1.17227, -0.37644, 0.53046], [1.54269, 0.03916, 0.64058], [0.26082, 1.79609, -0.44916], [0.32539, 0.23065, -0.30835], [1.28828, -0.53832, -2.76866], [-1.13147, -0.52674, 1.68018], [-1.53795, -1.28425, 0.03204], [-1.93502, 0.38530, 0.26719], [2.35954, 0.27454, 0.37572]],
  "forces_ev_per_a": [[-0.8, 0.0, 0.1], [-5.3, -1.9, 1.0], [-0.5, -1.7, -0.4], [1.8, 1.0, -1.1], [-1.6, 1.0, 3.4], [0.6, 0.4, -2.0], [0.4, 0.0, 0.2], [0.4, -0.1, 0.3], [5.0, 1.4, -1.5]]
}

***

{
  "formula": "CH4ClFSi",
  "method": "ωB97M-V/def2-TZVPD",
  "orbital_gap_ev": [8.24, 7.07],
  "lumo_ev": [-0.500, -0.263],
  "symbols": ["C", "F", "Si", "Cl", "H", "H", "H", "H"],
  "xyz": [[-2.32453, -0.19527, 0.57061], [2.36104, 0.37950, 1.07642], [2.11526, -0.22697, -0.37488], [-0.60868, 0.11052, 0.34052], [-2.54303, -0.52113, 1.56648], [-3.01222, -0.21797, -0.22840], [2.26492, -1.67294, 0.04329], [2.88104, 0.30452, -1.58238]],
  "forces_ev_per_a": [[1.8, 0.2, 1.0], [0.5, 1.0, 0.4], [-0.3, -1.3, -0.6], [-1.9, 0.0, -0.1], [-0.2, -0.2, 0.1], [-0.2, 0.1, -0.9], [0.2, 0.3, -0.8], [0.2, -0.2, 0.8]]
}

***

{
  "formula": "CH4ClN",
  "method": "ωB97M-V/def2-TZVPD",
  "orbital_gap_ev": [6.89, 9.37],
  "lumo_ev": [0.971, -1.197],
  "spin_multiplicity": 3,
  "symbols": ["C", "N", "Cl", "H", "H", "H", "H"],
  "xyz": [[-0.36109, 0.13054, -0.53325], [0.65033, -0.43529, 0.16429], [-0.84209, -0.45982, -2.08084], [-0.30343, 1.21130, -0.30798], [-2.01245, 0.03437, 0.22849], [0.76193, -1.36165, 0.49738], [1.26524, 0.30795, 0.51164]],
  "forces_ev_per_a": [[1.9, 1.0, -0.4], [1.1, 1.6, 0.2], [-0.1, 0.1, 0.1], [-0.8, -0.5, -1.1], [-1.9, -0.2, 0.9], [-0.1, -0.7, 0.0], [-0.1, -1.3, 0.3]]
}

***

{
  "formula": "CH4ClN2O",
  "method": "ωB97M-V/def2-TZVPD",
  "orbital_gap_ev": [8.41, 7.37],
  "lumo_ev": [-5.637, -7.695],
  "total_charge": 1,
  "spin_multiplicity": 3,
  "symbols": ["C", "N", "N", "O", "Cl", "H", "H", "H", "H"],
  "xyz": [[-0.30655, 0.34611, -0.03387], [0.05125, 1.08287, 0.94150], [0.97292, -1.44443, -0.02689], [-0.95697, 0.10185, -1.00576], [-2.64936, 0.68716, -1.64027], [0.56708, 0.62190, 1.76532], [-0.25037, 2.05090, 0.99472], [0.72233, -2.26505, -0.53310], [1.84967, -1.18132, -0.46166]],
  "forces_ev_per_a": [[-2.0, -1.0, -3.0], [1.2, -1.3, 1.9], [0.1, 1.4, 0.0], [5.5, -0.6, 4.0], [-3.6, 1.4, -1.3], [-0.9, 1.1, -1.7], [-0.2, 0.1, 0.1], [-0.8, -1.3, -0.2], [0.7, 0.2, 0.2]]
}

***

{
  "formula": "CH4ClN2OS",
  "method": "ωB97M-V/def2-TZVPD",
  "orbital_gap_ev": 9.36,
  "lumo_ev": -5.650,
  "total_charge": 1,
  "symbols": ["C", "N", "N", "O", "S", "Cl", "H", "H", "H", "H"],
  "xyz": [[0.62282, -0.22383, 0.98559], [-1.28371, 0.49147, -0.66733], [1.25132, 0.05611, -0.13175], [-1.27463, -0.93606, -0.30586], [-0.68430, -1.24760, 1.16707], [1.38466, 0.43260, 2.40128], [-2.20251, 0.79205, -0.96446], [-0.73901, 0.33092, -1.51737], [1.92141, 0.74617, -0.03460], [1.00394, -0.44184, -0.93258]],
  "forces_ev_per_a": [[2.6, 0.4, 1.2], [1.1, -0.7, -0.2], [-1.8, -1.0, 2.6], [-1.3, -0.3, -0.9], [-0.6, 0.8, 0.3], [-0.8, -0.5, -0.6], [-0.7, -0.7, 0.2], [-0.5, 1.1, -0.2], [1.8, 1.5, -0.6], [0.0, -0.5, -1.7]]
}

***

{
  "formula": "CH4ClNO2S",
  "method": "ωB97M-V/def2-TZVPD",
  "orbital_gap_ev": 11.17,
  "lumo_ev": 0.283,
  "symbols": ["C", "N", "O", "O", "S", "Cl", "H", "H", "H", "H"],
  "xyz": [[-1.39814, -0.69817, 0.04454], [0.74413, 0.83389, -0.03717], [-1.45423, 1.55388, 1.23020], [-1.23352, 1.54611, -1.20058], [-0.88633, 1.01035, 0.05618], [-3.04468, -0.60561, -0.11800], [-1.15124, -1.00382, 1.15800], [-0.76156, -1.31207, -0.74811], [0.99680, 0.16021, 0.66793], [1.23919, 1.68001, 0.03188]],
  "forces_ev_per_a": [[4.5, -1.5, 1.8], [-0.8, -1.7, 0.6], [0.3, 0.8, 1.4], [-0.6, 1.3, -1.4], [0.1, -0.8, -1.6], [-2.9, -0.6, -0.7], [-0.3, 0.0, -2.3], [-1.7, 1.2, 1.6], [0.7, 0.0, 0.4], [0.7, 1.3, 0.1]]
}

***

{
  "formula": "CH4ClNP2",
  "method": "ωB97M-V/def2-TZVPD",
  "orbital_gap_ev": 8.35,
  "lumo_ev": -0.590,
  "symbols": ["C", "N", "P", "P", "Cl", "H", "H", "H", "H"],
  "xyz": [[-0.43732, 0.33474, -1.11991], [0.59468, -1.28404, 0.42916], [1.19455, -0.13973, -0.45032], [1.78233, -2.38752, 1.16071], [0.84865, -3.25720, 2.64996], [-0.71680, -0.51566, -1.75731], [-1.11672, 0.11617, -0.34916], [-0.58587, 1.26591, -1.62282], [2.35358, -1.61653, 2.08303]],
  "forces_ev_per_a": [[0.5, -0.8, -1.1], [1.8, -1.5, 1.4], [-0.8, 0.3, -0.3], [-0.5, 0.1, -3.0], [-1.6, -1.3, 1.5], [0.4, 0.3, -0.6], [-1.0, 0.5, 1.4], [0.0, 0.6, -0.2], [1.2, 1.8, 0.9]]
}

***

{
  "formula": "CH4ClNS",
  "method": "ωB97M-V/def2-TZVPD",
  "orbital_gap_ev": 10.01,
  "smiles": "C=NS.Cl",
  "lumo_ev": 0.860,
  "symbols": ["C", "H", "H", "H", "H", "N", "S", "Cl"],
  "xyz": [[0.64893, 1.23202, -0.03611], [-3.48547, -1.19522, -0.28224], [1.42557, -2.08655, 0.43943], [-0.20404, 1.86547, 0.19514], [1.50040, 1.69447, -0.53066], [0.57559, 0.01045, 0.29928], [1.93575, -0.96565, -0.07408], [-2.39674, -0.55497, -0.01074]],
  "forces_ev_per_a": [[-0.2, -0.2, 0.2], [0.3, 0.3, 0.1], [-0.1, -0.1, 0.0], [0.0, 0.0, 0.0], [0.1, 0.0, -0.1], [0.4, 0.2, -0.1], [-0.2, 0.2, 0.0], [-0.4, -0.3, -0.1]]
}

***

{
  "formula": "CH4ClOP",
  "method": "ωB97M-V/def2-TZVPD",
  "orbital_gap_ev": 9.24,
  "smiles": "C=PCl.O",
  "lumo_ev": -0.205,
  "symbols": ["C", "O", "P", "Cl", "H", "H", "H", "H"],
  "xyz": [[-0.29908, -0.02686, -1.62921], [0.62006, 1.17102, 2.08490], [-0.40522, -0.89260, -0.21791], [-0.11565, -2.78150, -0.77591], [0.24158, -0.47734, -2.44527], [-0.25751, 0.75622, 1.90908], [-0.80855, 0.87500, -1.87522], [1.02437, 1.37606, 2.94955]],
  "forces_ev_per_a": [[0.3, -1.4, 0.2], [0.4, 0.2, -1.1], [-1.0, 1.8, -0.1], [0.7, -1.1, -0.3], [-0.2, -0.2, -0.4], [1.2, 0.5, 1.6], [0.1, 0.9, 0.5], [-1.6, -0.7, -0.4]]
}

***

{
  "formula": "CH4ClPS2",
  "method": "ωB97M-V/def2-TZVPD",
  "orbital_gap_ev": [7.88, 6.24],
  "lumo_ev": [0.550, -3.076],
  "spin_multiplicity": 3,
  "symbols": ["C", "P", "S", "S", "Cl", "H", "H", "H", "H"],
  "xyz": [[0.96748, 0.98962, -0.17448], [-0.36066, -0.21394, -0.60024], [-0.19862, -1.26305, -2.21176], [-0.48510, -1.76464, 1.82845], [-2.10469, 0.72805, -0.46468], [1.00160, 1.62873, 0.75246], [1.83777, 0.32622, -0.11404], [1.18786, 1.73241, -0.85720], [-1.84564, -2.16339, 1.84150]],
  "forces_ev_per_a": [[0.5, -0.7, 1.9], [0.8, 0.2, 0.2], [0.3, 0.1, -0.2], [-1.5, -0.9, 0.7], [-0.9, 0.8, 0.1], [-1.0, -1.3, -0.3], [0.0, 0.1, -0.1], [0.2, 1.2, -2.3], [1.6, 0.5, -0.1]]
}

***

{
  "formula": "CH4CsN2O",
  "method": "ωB97M-V/def2-TZVPD",
  "orbital_gap_ev": 10.72,
  "lumo_ev": -3.725,
  "total_charge": 1,
  "symbols": ["Cs", "C", "O", "N", "N", "H", "H", "H", "H"],
  "xyz": [[0.55665, 2.16917, -1.40190], [0.22306, 0.13721, 0.41938], [0.79474, 1.02427, 1.08043], [0.47751, -0.33147, -0.71840], [-0.81518, -0.47284, 0.86357], [0.05298, -1.22835, -0.90680], [1.15766, 0.05223, -1.35892], [-1.23302, -0.13855, 1.72017], [-1.21438, -1.21168, 0.30246]],
  "forces_ev_per_a": [[-0.2, 4.3, -1.3], [0.9, 2.6, 6.3], [0.1, 0.0, -1.3], [2.9, -3.3, -7.0], [-4.0, -1.6, 2.7], [0.6, 0.2, -0.8], [0.3, -2.0, 0.7], [0.0, -0.5, 0.0], [-0.6, 0.3, 0.8]]
}

***

{
  "formula": "CH4F2N2",
  "method": "ωB97M-V/def2-TZVPD",
  "orbital_gap_ev": [8.33, 10.67],
  "lumo_ev": [1.095, 0.570],
  "spin_multiplicity": 3,
  "symbols": ["C", "N", "N", "F", "F", "H", "H", "H", "H"],
  "xyz": [[1.13627, 0.28781, 1.09400], [-0.69004, -0.28088, -1.28050], [-1.15533, 0.48082, -0.31473], [0.68029, 0.21211, 2.34284], [1.02121, -0.91345, 0.45464], [2.00911, 1.01500, 1.05211], [-0.22958, 0.40387, -1.92156], [-1.14495, -1.10949, -1.77976], [-1.62697, -0.09579, 0.35297]],
  "forces_ev_per_a": [[0.5, 0.4, 0.0], [0.7, 0.5, -3.2], [-0.9, 0.3, 0.6], [-0.1, -0.3, -0.1], [1.3, 1.4, 1.3], [-0.7, -1.7, -0.5], [-0.4, -1.6, 0.1], [0.4, 1.5, 1.3], [-0.7, -0.6, 0.5]]
}

***

Here are the calculated ΔE to the lowest compared entry with this formula, charge and spin numbers, same order: 3.250 7.036 1.595 0.168 2.309 1.915 4.681 3.566 3.214 3.904 0.000 1.621 2.257 0.000 0.615 0.778 2.424 0.315 2.740 0.000 (eV).